(P)
An isolated molecule of C5H3F. Source: the OMol25 dataset; level of theory: wB97M-V/def2-TZVPD.

Its HOMO-LUMO gap is 9.857 eV. As for the SMILES: C#CC#CCF. The spin multiplicity is 1. The HOMO energy is -9.63 eV.

Each line ends with the natural charge from an NBO analysis.
Cartesian coordinates (Å):
C (3.1427, -0.3587, 0.0604)  -0.138
C (1.9348, -0.2851, 0.0168)  -0.085
C (0.5838, -0.0040, -0.0549)  -0.075
C (-0.6129, -0.2048, -0.1198)  0.039
C (-2.0163, 0.2664, 0.0306)  -0.007
F (-2.8294, -0.7964, 0.0234)  -0.333
H (4.1385, -0.4857, -0.0948)  0.223
H (-2.1097, 0.9262, 0.9180)  0.190
H (-2.2316, 0.9422, -0.7797)  0.187

***

(Q)
An isolated molecule of C5H3F. Source: the OMol25 dataset; level of theory: wB97M-V/def2-TZVPD.

Its HOMO-LUMO gap is 9.783 eV. As for the SMILES: C#CC#CCF. The spin multiplicity is 1. The HOMO energy is -9.67 eV.

Each line ends with the natural charge from an NBO analysis.
Cartesian coordinates (Å):
C (3.3808, -0.0897, 0.2320)  -0.169
C (2.1792, -0.0915, -0.1964)  -0.071
C (0.8444, 0.1795, -0.2901)  -0.105
C (-0.3402, 0.2152, -0.1987)  0.053
C (-1.8715, 0.4679, 0.1892)  -0.015
F (-2.7622, -0.6296, 0.0095)  -0.360
H (4.2173, -0.6540, 0.6899)  0.254
H (-2.1286, 0.8973, 1.1872)  0.210
H (-2.3858, 1.3344, -0.3788)  0.202

***

In order of decreasing stability: (P), (Q).

***

(P)
A cluster of 4 separate species, H10NO3 in total. Source: the OMol25 dataset; level of theory: wB97M-V/def2-TZVPD.

Its HOMO-LUMO gap (alpha / beta) is 3.348 / 12.377 eV. The spin multiplicity is 2. The HOMO energy (alpha / beta) is -2.72 / -12.02 eV.

Each line ends with the Löwdin spin population.
Cartesian coordinates (Å):
N (-0.5404, -0.0466, 0.6133)  0.176
H (-1.0462, 0.2554, -0.2805)  0.027
H (-1.2482, -0.5434, 1.1759)  0.140
H (0.2984, -0.6102, 0.3862)  0.022
H (-0.2718, 0.8291, 1.0716)  0.043
H (-2.4523, 1.2342, -2.1000)  0.038
H (-2.8454, 0.1124, -1.1522)  0.095
O (-2.1046, 0.7354, -1.3422)  0.183
H (2.2257, 2.4169, 0.3149)  0.012
H (2.4040, 1.2653, 1.3154)  0.017
O (1.7420, 1.7322, 0.7933)  0.069
H (0.7180, -3.0019, -0.0894)  0.037
H (1.9653, -2.2395, -0.6112)  0.024
O (1.1556, -2.1395, -0.0952)  0.117

***

(Q)
A cluster of 4 separate species, H10NO3 in total. Source: the OMol25 dataset; level of theory: wB97M-V/def2-TZVPD.

Its HOMO-LUMO gap (alpha / beta) is 3.615 / 12.198 eV. The spin multiplicity is 2. The HOMO energy (alpha / beta) is -2.80 / -11.75 eV.

Each line ends with the Löwdin spin population.
Cartesian coordinates (Å):
N (1.0283, 0.0251, -0.9466)  0.234
H (1.0316, 0.6763, -0.1255)  0.054
H (1.5559, 0.3970, -1.7518)  0.123
H (1.6397, -0.7624, -0.6478)  0.125
H (0.1038, -0.4243, -1.0931)  0.033
H (-0.4329, 2.1398, 1.2452)  0.022
H (0.0147, 2.9671, 0.1144)  0.020
O (-0.0442, 2.0314, 0.3668)  0.089
H (-1.6284, -1.9142, -2.1593)  0.020
H (-1.4255, -2.4797, -0.7505)  0.031
O (-1.0554, -1.8465, -1.3833)  0.106
H (-0.7430, -0.9120, 2.3815)  0.025
H (0.2806, 0.2175, 2.7142)  0.025
O (-0.3252, -0.1149, 2.0357)  0.095

***

In order of decreasing stability: (P), (Q).

***

(P)
An isolated molecule of C6H6N2. Source: the OMol25 dataset; level of theory: wB97M-V/def2-TZVPD.

Its HOMO-LUMO gap is 9.387 eV. As for the SMILES: c1cnc2c(c1)NC2. The spin multiplicity is 1. The HOMO energy is -8.43 eV.

Each line ends with the natural charge from an NBO analysis.
Cartesian coordinates (Å):
C (-1.9482, -0.1986, 0.3001)  -0.239
C (-1.5339, 1.0173, 0.8370)  -0.014
N (-0.2436, 1.4458, 0.8131)  -0.391
C (0.5522, 0.6157, 0.1756)  0.166
C (0.2436, -0.6262, -0.3502)  0.100
C (-1.0543, -1.0933, -0.3390)  -0.224
N (1.5235, -0.7910, -0.8776)  -0.590
C (1.9830, 0.5098, -0.2521)  -0.244
H (-2.9907, -0.4158, 0.2942)  0.215
H (-2.3324, 1.5895, 1.3326)  0.196
H (-1.3648, -2.0194, -0.8560)  0.224
H (2.0920, -1.6713, -0.6455)  0.378
H (2.7102, 0.4424, 0.5841)  0.208
H (2.3635, 1.1951, -1.0164)  0.214

***

(Q)
An isolated molecule of C6H6N2. Source: the OMol25 dataset; level of theory: wB97M-V/def2-TZVPD.

Its HOMO-LUMO gap is 8.674 eV. As for the SMILES: C1=C[C@@H]2NN=CC2=C1. The spin multiplicity is 1. The HOMO energy is -8.20 eV.

Each line ends with the natural charge from an NBO analysis.
Cartesian coordinates (Å):
C (1.8541, 0.1004, -0.3313)  -0.197
C (1.1892, -1.0490, -0.0383)  -0.197
C (-0.1800, -0.7011, 0.4044)  -0.166
N (-1.3955, -1.0371, -0.3709)  -0.423
N (-2.2274, 0.0609, -0.2917)  -0.212
C (-1.5981, 1.0740, -0.0025)  -0.002
C (-0.1898, 0.7751, 0.3274)  -0.046
C (0.9471, 1.2827, -0.0807)  -0.209
H (2.9335, 0.2249, -0.6447)  0.218
H (1.6317, -2.0435, 0.0215)  0.217
H (-0.3662, -1.0858, 1.4125)  0.227
H (-1.8889, -1.8602, -0.1867)  0.371
H (-2.0548, 2.0494, 0.0344)  0.203
H (1.3451, 2.2093, -0.2536)  0.216

***

(R)
An isolated molecule of C6H6N2. Source: the OMol25 dataset; level of theory: wB97M-V/def2-TZVPD.

Its HOMO-LUMO gap is 8.551 eV. As for the SMILES: [H]/N=C1\C=CC(=C)C=N1. The spin multiplicity is 1. The HOMO energy is -9.14 eV.

Each line ends with the natural charge from an NBO analysis.
Cartesian coordinates (Å):
H (0.0153, 0.9915, 2.9595)  0.332
N (-0.5141, 1.2344, 2.2019)  -0.565
C (-0.3289, 0.6094, 1.2264)  0.340
C (0.9458, -0.1697, 1.0168)  -0.248
C (1.2005, -0.7742, -0.1878)  -0.187
C (0.1970, -0.5852, -1.1947)  -0.162
C (0.2126, -1.3942, -2.2567)  -0.287
C (-0.7708, 0.3381, -0.8653)  0.148
N (-1.2107, 0.8506, 0.1977)  -0.379
H (1.8280, -0.1221, 1.7672)  0.226
H (2.0583, -1.1565, -0.6566)  0.215
H (1.0330, -2.0410, -2.2214)  0.190
H (-0.2871, -1.1691, -3.2266)  0.216
H (-1.3107, 0.7563, -1.8511)  0.161

***

(S)
An isolated molecule of C6H6N2. Source: the OMol25 dataset; level of theory: wB97M-V/def2-TZVPD.

Its HOMO-LUMO gap (alpha / beta) is 8.837 / 8.838 eV. As for the SMILES: C1=NCc2cccn21. The spin multiplicity is 1. The HOMO energy (alpha / beta) is -8.58 / -8.58 eV.

Each line ends with the natural charge from an NBO analysis.
Cartesian coordinates (Å):
C (1.6403, -0.5142, 0.7499)  0.224
N (1.9879, 0.9671, 0.8081)  -0.396
C (0.7994, 1.6357, 0.2537)  -0.311
C (-0.1762, 0.5478, -0.1542)  0.164
C (-1.4648, 0.4011, -0.5693)  -0.315
C (-1.6177, -1.0508, -0.5981)  -0.255
C (-0.5332, -1.6380, 0.0031)  -0.097
N (0.3744, -0.6391, 0.1939)  -0.375
H (2.4439, -1.2250, 0.8744)  0.228
H (1.1406, 2.2291, -0.5160)  0.226
H (0.2262, 2.2741, 0.8202)  0.225
H (-2.1823, 1.1511, -0.7409)  0.229
H (-2.4714, -1.4530, -1.2337)  0.232
H (-0.1671, -2.6859, 0.1088)  0.221

***

In order of decreasing stability: (P), (S), (Q), (R).

***

(P)
An isolated molecule of C6H6N2. Source: the OMol25 dataset; level of theory: wB97M-V/def2-TZVPD.

Its HOMO-LUMO gap is 9.805 eV. As for the SMILES: [H]/N=C1/C#CCC/C1=N\[H]. The spin multiplicity is 1. The HOMO energy is -9.67 eV.

Each line ends with the natural charge from an NBO analysis.
Cartesian coordinates (Å):
H (-2.9208, 1.2422, 0.3176)  0.375
N (-2.7724, 0.2434, 0.0196)  -0.551
C (-1.6253, -0.1771, -0.0741)  0.160
C (-1.1805, -1.5115, -0.2541)  -0.078
C (-0.0237, -1.9230, -0.1226)  0.074
C (1.3809, -1.3654, -0.0390)  -0.470
C (1.0557, 0.1869, 0.1369)  -0.469
C (-0.3564, 0.7027, -0.1309)  0.252
N (-0.6505, 1.9451, -0.2211)  -0.592
H (0.2459, 2.5206, -0.2324)  0.330
H (1.9935, -1.4866, 0.9604)  0.247
H (1.9107, -1.7207, -0.9749)  0.252
H (1.7291, 0.8021, -0.5035)  0.235
H (1.2137, 0.5412, 1.1181)  0.234

***

(Q)
A cluster of 2 separate species, C6H6N2 in total. Source: the OMol25 dataset; level of theory: wB97M-V/def2-TZVPD.

Its HOMO-LUMO gap is 7.994 eV. The spin multiplicity is 1. The HOMO energy is -8.34 eV.

Each line ends with the natural charge from an NBO analysis.
Cartesian coordinates (Å):
C (-2.2155, 0.0567, -0.2158)  -0.091
C (-1.3515, 1.0660, 0.0612)  -0.246
C (0.0310, 0.6614, 0.4546)  -0.207
C (1.3916, 1.0456, -0.0005)  -0.197
C (2.1652, 0.0383, -0.0551)  -0.110
C (0.0125, -0.7357, 0.3257)  0.318
H (-3.3816, 0.2345, -0.1042)  0.242
H (-1.6659, 2.2524, -0.2457)  0.226
H (1.7128, 2.1146, -0.2800)  0.226
H (3.1979, -0.0044, -0.3581)  0.215
H (1.8168, -2.0967, 1.0233)  0.260
H (-1.8015, -2.2292, -0.3806)  0.450
N (1.4171, -1.1222, -0.2869)  -0.435
N (-1.3290, -1.2813, 0.0622)  -0.652

***

In order of decreasing stability: (P), (Q).